{
  "formula": "C2H3NOS",
  "method": "wB97M-V/def2-TZVPD",
  "lumo_energy_ev": -1.02,
  "total_charge": 0,
  "gap_ev": 8.44,
  "max_force_ev_per_a": 7.4,
  "de_lowest_kj_mol": 297.41,
  "smiles": "O=C/C=N/S",
  "e_tot_ha": -606.0741,
  "multiplicity": 1,
  "species": ["C", "C", "H", "H", "H", "N", "O", "S"],
  "xyz": [[0.29628, 0.59483, 0.18024], [1.51045, -0.16363, 0.14248], [-2.99830, -0.91866, -0.30064], [0.25924, 1.72934, 0.33864], [1.36452, -1.22889, 0.69135], [-0.69621, -0.36366, -0.16828], [2.56246, 0.15737, -0.60917], [-2.29844, 0.19329, -0.27463]],
  "lowdin_charge": [-0.188, -0.234, -0.169, 0.141, 0.155, -0.386, -0.051, 0.732]
}